(1)
ORCA calculation (ωB97M-V/def2-TZVPD) on a 2-piece molecular cluster, C3H6N5 overall.

HOMO-LUMO gap (alpha / beta) in eV: 7.694 / 8.996
E_LUMO (alpha / beta) in eV: 3.4451 / 3.9512
HOMO (alpha / beta) in eV: -4.2488 / -5.0452
Electronic energy in eV: -10654.2852
Max |F| in hartree/bohr: 0.06330

```
! wB97M-V def2-TZVPD RIJCOSX def2/J DEFGRID3
* xyz -1 1
C -1.234 -1.006 -0.872
C 1.569 1.069 0.206
C 0.820 0.439 1.444
N -1.737 0.170 -1.026
N -1.616 -2.055 -1.679
N -2.470 -0.088 -2.137
N -2.379 -1.327 -2.503
N 0.425 -0.821 1.038
H 2.520 0.636 0.138
H 0.969 0.768 -0.662
H 1.670 2.160 0.203
H 1.581 0.342 2.329
H -0.015 1.064 1.789
H -0.103 -1.352 1.733
*
```

---

(2)
ORCA calculation (ωB97M-V/def2-TZVPD) on a 2-piece molecular cluster, C6H11NO overall.

HOMO-LUMO gap in eV: 8.820
E_LUMO in eV: 0.8388
HOMO in eV: -7.9812
Electronic energy in eV: -9937.7094
Max |F| in hartree/bohr: 0.03222
SMILES string: Cc1c[nH]c(C)c1.O

```
! wB97M-V def2-TZVPD RIJCOSX def2/J DEFGRID3
* xyz 0 1
C -0.552 -2.653 0.105
C -0.408 -1.207 0.422
C 0.072 -0.689 1.602
N -0.007 0.675 1.500
C -0.439 1.051 0.254
C -0.672 -0.107 -0.435
C -0.492 2.524 -0.064
H -1.588 -2.884 -0.150
H -0.003 -2.951 -0.793
H -0.427 -3.347 0.933
H 0.630 -1.206 2.366
H 0.449 1.267 2.160
H -0.948 -0.280 -1.459
H 0.323 2.983 0.492
H -0.461 2.673 -1.134
H -1.456 2.857 0.231
H 2.050 0.541 -1.224
H 1.762 0.013 -2.644
O 2.167 0.738 -2.160
*
```

---

(3)
ORCA calculation (ωB97M-V/def2-TZVPD) on a 2-piece molecular cluster, C5H6S overall.

HOMO-LUMO gap (alpha / beta) in eV: 8.090 / 8.090
E_LUMO (alpha / beta) in eV: -0.7385 / -0.7389
HOMO (alpha / beta) in eV: -8.8290 / -8.8285
Electronic energy in eV: -16111.9009
Max |F| in hartree/bohr: 0.08343

```
! wB97M-V def2-TZVPD RIJCOSX def2/J DEFGRID3
* xyz 0 1
C 0.096 0.606 -0.078
C 1.253 0.906 -0.023
C -2.132 -0.219 0.012
C 2.649 1.311 0.013
C -1.956 -1.654 -0.009
S -3.238 0.878 0.109
H 2.820 2.137 -0.677
H 3.283 0.472 -0.272
H 2.914 1.631 1.022
H -1.129 -1.941 0.640
H -2.873 -2.169 0.287
H -1.686 -1.959 -1.024
*
```

---

(4)
ORCA calculation (ωB97M-V/def2-TZVPD) on a 8-piece molecular cluster, C50H70F8N2O28S overall.

HOMO-LUMO gap in eV: 8.210
E_LUMO in eV: -1.2501
HOMO in eV: -9.4602
Electronic energy in eV: -145867.9970
Max |F| in hartree/bohr: 0.05016
SMILES string: CC(C)[C@@H](C)COc1cc2c(c(S(=O)(=O)C(F)(F)C(F)(F)C(F)(F)F)c1O)C(=O)c1cc(CCCCCN)c(F)c(OC#N)c1C2=O.COC(=O)OC.COC(=O)OC.COC(=O)OC.COC(=O)OC.COC(=O)OC.COC(=O)OC.COC(=O)OC

```
! wB97M-V def2-TZVPD RIJCOSX def2/J DEFGRID3
* xyz 0 1
C 3.562 -3.346 1.184
C 3.898 -2.568 -0.114
C 3.289 -3.359 -1.297
C 3.206 -1.185 -0.038
C 3.750 -0.424 1.196
C 3.627 -0.422 -1.291
O 3.129 0.927 -1.378
C 1.828 1.089 -1.007
C 1.566 1.869 0.107
C 0.253 2.043 0.530
C -0.795 1.448 -0.164
C -0.541 0.641 -1.286
S -1.845 -0.223 -2.144
O -1.276 -1.363 -2.805
O -2.930 -0.583 -1.280
C -2.452 0.898 -3.499
F -1.944 2.129 -3.299
F -1.975 0.457 -4.660
C -4.004 1.012 -3.618
F -4.533 1.664 -2.585
F -4.217 1.755 -4.720
C -4.769 -0.357 -3.806
F -3.960 -1.344 -4.145
F -5.448 -0.648 -2.710
F -5.667 -0.203 -4.785
C 0.786 0.478 -1.727
O 1.096 -0.241 -2.839
C -2.169 1.744 0.352
O -3.109 1.948 -0.362
C -2.269 1.823 1.834
C -3.393 1.328 2.484
C -3.485 1.354 3.873
C -4.636 0.812 4.681
C -5.937 0.629 3.908
C -5.920 -0.523 2.875
C -6.871 -1.665 3.200
C -6.525 -2.895 2.338
N -6.402 -2.499 0.927
C -2.416 1.932 4.560
F -2.448 2.007 5.897
C -1.296 2.438 3.917
O -0.280 3.005 4.711
C 0.827 2.338 4.669
N 1.802 1.743 4.604
C -1.201 2.375 2.538
C -0.030 2.854 1.751
O 0.655 3.786 2.064
H 4.414 -3.358 1.861
H 2.706 -2.910 1.696
H 3.305 -4.379 0.966
H 4.973 -2.472 -0.248
H 3.396 -4.429 -1.150
H 3.799 -3.091 -2.223
H 2.228 -3.131 -1.416
H 2.139 -1.401 0.016
H 3.002 -0.212 1.957
H 4.163 0.538 0.891
H 4.582 -0.963 1.638
H 4.711 -0.333 -1.259
H 3.388 -0.957 -2.207
H 2.367 2.350 0.648
H 1.206 -1.173 -2.614
H -4.191 0.924 1.882
H -4.802 1.484 5.522
H -4.338 -0.139 5.132
H -6.212 1.576 3.442
H -6.727 0.416 4.628
H -6.137 -0.106 1.897
H -4.912 -0.936 2.788
H -6.854 -1.939 4.254
H -7.884 -1.379 2.901
H -7.248 -3.698 2.483
H -5.520 -3.193 2.640
H -5.837 -3.170 0.422
H -7.311 -2.520 0.478
C 1.745 -4.905 -5.492
O 2.203 -5.594 -4.326
C 2.485 -6.882 -4.518
O 2.387 -7.479 -5.558
O 2.897 -7.392 -3.357
C 3.240 -8.781 -3.413
H 1.555 -3.878 -5.195
H 2.509 -4.912 -6.267
H 0.822 -5.345 -5.863
H 4.061 -8.947 -4.107
H 2.376 -9.378 -3.700
H 3.558 -9.070 -2.416
C -3.620 4.507 -2.122
O -3.252 4.998 -0.827
C -2.794 6.248 -0.827
O -2.671 6.957 -1.792
O -2.487 6.578 0.429
C -1.973 7.903 0.577
H -3.962 3.484 -1.985
H -4.424 5.107 -2.547
H -2.760 4.515 -2.784
H -2.708 8.639 0.257
H -1.050 8.022 0.013
H -1.767 8.038 1.635
C 6.753 -9.552 0.153
O 7.548 -10.583 -0.436
C 7.000 -11.153 -1.507
O 5.933 -10.872 -1.988
O 7.835 -12.088 -1.954
C 7.371 -12.788 -3.111
H 7.312 -9.178 1.005
H 6.591 -8.740 -0.555
H 5.799 -9.949 0.494
H 7.233 -12.102 -3.945
H 6.441 -13.311 -2.896
H 8.140 -13.511 -3.364
C 0.920 3.625 7.614
O 0.881 3.074 8.932
C 1.913 3.421 9.701
O 2.828 4.132 9.377
O 1.756 2.843 10.892
C 2.799 3.132 11.824
H 0.032 3.272 7.102
H 0.898 4.713 7.651
H 1.806 3.283 7.082
H 2.851 4.201 12.025
H 3.757 2.773 11.453
H 2.549 2.606 12.741
C 2.793 7.582 -5.906
O 2.317 6.586 -5.000
C 1.116 6.095 -5.311
O 0.447 6.419 -6.256
O 0.791 5.184 -4.395
C -0.484 4.573 -4.604
H 3.768 7.893 -5.540
H 2.899 7.172 -6.908
H 2.124 8.441 -5.920
H -0.507 4.044 -5.556
H -1.277 5.318 -4.563
H -0.621 3.863 -3.798
C 6.043 -3.774 -7.911
O 6.322 -2.373 -7.941
C 5.383 -1.616 -7.377
O 4.367 -2.014 -6.868
O 5.760 -0.342 -7.471
C 4.836 0.588 -6.900
H 6.879 -4.267 -8.398
H 5.965 -4.129 -6.885
H 5.128 -3.996 -8.457
H 4.712 0.402 -5.835
H 3.874 0.534 -7.406
H 5.263 1.576 -7.044
C -4.666 5.014 6.836
O -5.826 4.280 6.435
C -6.849 5.040 6.042
O -6.863 6.241 6.006
O -7.852 4.234 5.695
C -9.025 4.918 5.247
H -3.918 4.280 7.125
H -4.281 5.606 6.008
H -4.885 5.654 7.688
H -8.809 5.510 4.360
H -9.424 5.553 6.036
H -9.754 4.152 5.000
*
```

---

(5)
ORCA calculation (ωB97M-V/def2-TZVPD) on C6H8N2O2S in the gas phase.

HOMO-LUMO gap in eV: 9.310
E_LUMO in eV: 0.6453
HOMO in eV: -8.6649
Electronic energy in eV: -24262.1003
Max |F| in hartree/bohr: 0.03442
SMILES string: Nc1ccc(S(N)(=O)=O)cc1

```
! wB97M-V def2-TZVPD RIJCOSX def2/J DEFGRID3
* xyz 0 1
C -2.025 0.021 -0.144
C -1.309 -1.200 -0.161
C 0.084 -1.204 -0.249
C 0.773 0.001 -0.282
C 0.104 1.215 -0.209
C -1.274 1.214 -0.161
H -3.861 -0.844 -0.334
H -3.858 0.874 -0.346
H -1.868 -2.134 -0.169
H 0.619 -2.143 -0.292
H 0.671 2.141 -0.219
H -1.807 2.174 -0.139
H 2.883 -0.943 1.713
H 2.682 0.717 1.847
N -3.417 0.026 -0.064
N 3.064 -0.035 1.277
O 2.967 1.322 -0.836
O 3.007 -1.220 -0.913
S 2.565 0.019 -0.318
*
```

---

(6)
ORCA calculation (ωB97M-V/def2-TZVPD) on C2H5F2N as an isolated structure.

HOMO-LUMO gap in eV: 10.090
E_LUMO in eV: 0.5181
HOMO in eV: -9.5718
Electronic energy in eV: -9076.2723
Max |F| in hartree/bohr: 0.14938

```
! wB97M-V def2-TZVPD RIJCOSX def2/J DEFGRID3
* xyz 0 1
C -0.081 0.444 -0.437
C 0.593 0.332 0.870
H -0.299 -1.202 -1.885
H -1.569 -1.704 -0.502
H -1.091 1.201 -0.124
H 0.682 0.971 -1.242
H 1.172 -0.719 1.026
N -0.470 -0.951 -0.689
F 1.555 1.324 1.182
F -0.492 0.305 1.800
*
```

---

(7)
ORCA calculation (ωB97M-V/def2-TZVPD) on C4H9NO in the gas phase.

HOMO-LUMO gap in eV: 10.767
E_LUMO in eV: 1.0345
HOMO in eV: -9.7326
Electronic energy in eV: -7830.4906
Max |F| in hartree/bohr: 0.00556
SMILES string: C[C@@H](O)[C@H]1CN1

```
! wB97M-V def2-TZVPD RIJCOSX def2/J DEFGRID3
* xyz 0 1
C -1.904 -0.070 -0.158
C -0.598 0.717 -0.076
O -0.371 1.188 1.235
C 0.562 -0.151 -0.537
C 1.938 0.041 -0.038
N 1.095 -1.030 0.502
H -2.736 0.534 0.214
H -2.124 -0.376 -1.188
H -1.825 -0.973 0.459
H -0.655 1.607 -0.714
H -0.099 0.405 1.743
H 0.453 -0.566 -1.540
H 2.149 0.835 0.671
H 2.758 -0.223 -0.704
H 1.359 -1.937 0.130
*
```

---

(8)
ORCA calculation (ωB97M-V/def2-TZVPD) on C25H27AsFeN4O2S2SbSe4 as an isolated structure.

<S²>: 0.7611
HOMO-LUMO gap (alpha / beta) in eV: 5.662 / 5.595
E_LUMO (alpha / beta) in eV: -1.1241 / -1.1241
HOMO (alpha / beta) in eV: -6.7856 / -6.7191
Electronic energy in eV: -421233.2643
Max |F| in hartree/bohr: 0.01427

```
! wB97M-V def2-TZVPD RIJCOSX def2/J DEFGRID3
* xyz 0 2
Fe -0.409 0.922 -0.483
C -0.420 -0.943 -3.450
C -1.301 -0.518 -2.324
N -1.884 0.633 -2.272
O -1.681 1.380 -3.370
C -1.772 -1.477 -1.216
C -3.278 -1.666 -1.221
N -1.258 -0.817 0.027
O -1.936 -1.022 1.309
H 0.081 -0.067 -3.860
H -1.013 -1.394 -4.251
H 0.321 -1.666 -3.111
H -2.054 2.282 -3.113
H -3.571 -2.139 -2.157
H -3.770 -0.697 -1.151
H -3.608 -2.289 -0.393
S -0.871 -3.094 -1.251
C -0.781 -1.774 0.968
C -1.128 -3.188 0.558
C -0.374 -4.237 1.305
C 0.682 -3.926 2.058
C 1.244 -2.574 2.027
C 0.593 -1.536 1.489
As 1.467 -0.064 0.556
C 2.686 -0.962 -0.667
C 3.044 -2.303 -0.610
C 3.933 -2.829 -1.537
C 4.475 -2.019 -2.524
C 4.111 -0.683 -2.595
C 3.213 -0.156 -1.678
C 2.600 0.794 1.854
C 2.171 0.884 3.174
C 2.912 1.618 4.089
C 4.064 2.274 3.682
C 4.483 2.193 2.361
C 3.752 1.453 1.444
H -2.198 -3.338 0.704
H -0.759 -5.248 1.275
H 1.195 -4.691 2.625
H 2.268 -2.447 2.362
H 2.620 -2.964 0.133
H 4.198 -3.877 -1.487
H 5.172 -2.432 -3.242
H 4.516 -0.045 -3.370
H 2.907 0.880 -1.768
H 1.259 0.389 3.488
H 2.582 1.684 5.117
H 4.632 2.860 4.393
H 5.371 2.719 2.039
H 4.080 1.400 0.413
S -1.297 2.229 1.228
C -2.962 1.903 1.219
N -3.771 2.068 2.276
C -5.179 1.910 1.931
C -5.110 1.509 0.440
N -3.682 1.539 0.167
H -3.434 2.479 3.127
H -5.727 2.841 2.075
H -5.643 1.135 2.540
H -5.632 2.225 -0.195
H -5.529 0.517 0.262
H -3.252 1.413 -0.742
Se 0.586 5.262 -4.200
Sb -0.469 4.527 -2.140
Se 0.407 6.567 -1.152
Se -2.824 3.968 -1.930
Se 0.951 2.630 -1.255
*
```

---

(9)
ORCA calculation (ωB97M-V/def2-TZVPD) on C15H25N5O5Sn as an isolated structure.

HOMO-LUMO gap (alpha / beta) in eV: 7.160 / 7.162
E_LUMO (alpha / beta) in eV: 0.0569 / 0.0595
HOMO (alpha / beta) in eV: -7.1032 / -7.1027
Electronic energy in eV: -39475.6889
Max |F| in hartree/bohr: 0.06321

```
! wB97M-V def2-TZVPD RIJCOSX def2/J DEFGRID3
* xyz 0 1
O -3.972 2.542 -0.266
H -3.830 1.968 -1.076
Sn -1.085 1.181 -0.259
N 1.073 1.720 -0.438
N -1.076 3.394 -0.589
O 2.212 0.988 -0.105
O -1.961 4.346 -0.719
C 1.303 3.026 -0.373
C 0.192 3.895 -0.464
C 2.720 3.365 -0.108
C 0.231 5.362 -0.628
H 3.403 2.873 -0.815
H 3.034 3.098 0.914
H 2.851 4.444 -0.213
H -0.442 5.839 0.095
H -0.188 5.559 -1.624
H 1.234 5.803 -0.555
H 1.901 0.049 -0.020
H -3.317 3.263 -0.589
O -0.087 1.342 2.471
H 0.844 1.158 2.687
H -0.589 0.894 3.175
C -0.631 0.483 -2.209
H -0.038 -0.458 -2.282
H -0.200 1.301 -2.815
H -1.683 0.365 -2.601
O 2.646 -1.334 -2.516
H 2.500 -0.413 -2.799
H 1.863 -1.784 -2.873
N -0.782 -1.966 1.780
C -1.690 -2.433 0.807
C -2.980 -2.869 1.169
C -3.787 -3.434 0.191
C -3.301 -3.476 -1.117
C -2.019 -2.993 -1.386
N -1.266 -2.429 -0.442
C 0.605 -2.230 1.702
C 1.193 -3.159 2.587
C 2.465 -3.625 2.277
C 3.092 -3.132 1.124
C 2.471 -2.102 0.414
N 1.252 -1.632 0.711
H -1.149 -2.177 2.695
H -3.217 -2.778 2.219
H -4.778 -3.780 0.471
H -3.893 -3.929 -1.898
H -1.629 -3.032 -2.405
H 0.571 -3.486 3.423
H 2.911 -4.376 2.927
H 4.063 -3.518 0.816
H 2.959 -1.709 -0.472
*
```

---

(10)
ORCA calculation (ωB97M-V/def2-TZVPD) on a 2-piece molecular cluster, CH3IOS2 overall.

HOMO-LUMO gap in eV: 9.678
E_LUMO in eV: 0.0431
HOMO in eV: -9.6350
Electronic energy in eV: -32902.5779
Max |F| in hartree/bohr: 0.08644

```
! wB97M-V def2-TZVPD RIJCOSX def2/J DEFGRID3
* xyz 0 1
C -0.365 -0.639 -1.070
O 0.170 0.767 1.043
S -1.701 0.506 -1.188
S 0.175 0.890 -0.354
I 0.454 3.645 3.049
H -0.493 -1.284 -0.249
H 0.080 -1.153 -2.046
H 0.040 2.172 2.547
*
```

---

(11)
ORCA calculation (ωB97M-V/def2-TZVPD) on C22H27ClN2O4 in the gas phase.

HOMO-LUMO gap in eV: 8.659
E_LUMO in eV: 0.7656
HOMO in eV: -7.8930
Electronic energy in eV: -46943.8779
Max |F| in hartree/bohr: 0.01313
SMILES string: COc1cc(CCC(=O)N2CCN(c3ccccc3Cl)CC2)cc(OC)c1OC

```
! wB97M-V def2-TZVPD RIJCOSX def2/J DEFGRID3
* xyz 0 1
C 1.401 3.460 -0.107
H 2.135 3.919 0.557
H 1.738 3.561 -1.142
O 1.160 2.113 0.234
C 2.177 1.209 0.324
C 3.532 1.426 0.076
C 4.428 0.350 0.249
C 3.965 -0.898 0.625
C 2.610 -1.118 0.860
C 1.742 -0.059 0.721
H 0.685 -0.160 0.892
C 2.167 -2.505 1.248
H 2.660 -2.788 2.182
H 2.502 -3.195 0.470
C 0.655 -2.656 1.404
C -0.012 -2.450 0.051
O 0.553 -2.760 -0.981
N -1.263 -1.925 0.026
C -2.120 -1.566 1.130
H -1.680 -1.846 2.084
C -2.417 -0.054 1.105
N -3.016 0.325 -0.157
C -4.396 0.344 -0.295
C -5.061 -0.338 -1.322
C -6.433 -0.283 -1.470
C -7.204 0.454 -0.589
C -6.576 1.168 0.416
C -5.201 1.130 0.547
Cl -4.496 2.165 1.753
H -7.150 1.781 1.094
H -8.277 0.489 -0.689
H -6.901 -0.831 -2.273
H -4.493 -0.933 -2.020
C -2.172 -0.076 -1.262
H -2.634 0.217 -2.204
C -1.857 -1.578 -1.250
H -1.138 -1.829 -2.032
H -2.768 -2.171 -1.392
H -1.229 0.473 -1.156
H -3.081 0.187 1.932
H -1.485 0.509 1.224
H -3.068 -2.110 1.020
H 0.428 -3.672 1.739
H 0.297 -1.957 2.157
H 4.649 -1.723 0.742
O 5.745 0.637 0.024
C 6.697 -0.380 0.208
H 6.693 -0.753 1.237
H 6.536 -1.214 -0.483
H 7.661 0.081 -0.002
O 4.004 2.679 -0.282
C 4.602 2.766 -1.560
H 3.914 2.423 -2.342
H 4.825 3.822 -1.709
H 5.525 2.186 -1.616
H 0.437 3.957 0.007
*
```

---

(12)
ORCA calculation (ωB97M-V/def2-TZVPD) on C6H8N2 in the gas phase.

HOMO-LUMO gap in eV: 8.932
E_LUMO in eV: 0.7778
HOMO in eV: -8.1541
Electronic energy in eV: -9328.1795
Max |F| in hartree/bohr: 0.07329
SMILES string: C=NC(=C)C(=C)N=C

```
! wB97M-V def2-TZVPD RIJCOSX def2/J DEFGRID3
* xyz 0 1
C -1.421 1.272 -0.381
C 1.464 1.371 0.280
C -1.991 -1.757 0.249
C 1.814 -1.728 -0.357
C -0.681 0.182 -0.114
C 0.702 0.248 0.259
N -1.111 -1.159 -0.392
N 1.261 -0.978 0.481
H -2.380 1.208 -0.857
H -1.126 2.246 -0.006
H 2.425 1.283 0.746
H 0.852 2.242 0.088
H -2.240 -2.763 0.042
H -2.449 -1.287 1.228
H 2.108 -2.728 -0.371
H 1.943 -1.361 -1.378
*
```

---

(13)
ORCA calculation (ωB97M-V/def2-TZVPD) on C14H18N6OS2 in the gas phase.

HOMO-LUMO gap in eV: 8.811
E_LUMO in eV: 0.3777
HOMO in eV: -8.4338
Electronic energy in eV: -47468.8700
Max |F| in hartree/bohr: 0.02561
SMILES string: Cn1c(CSc2ncccn2)nnc1SCC(=O)N1CCCC1

```
! wB97M-V def2-TZVPD RIJCOSX def2/J DEFGRID3
* xyz 0 1
C -1.286 -1.488 -3.018
N -0.087 -0.833 -2.586
C 1.179 -1.350 -2.468
N 1.993 -0.437 -2.022
N 1.298 0.691 -1.822
C 0.056 0.451 -2.153
S -1.274 1.564 -2.024
C -0.380 3.018 -1.383
C -0.877 3.478 -0.021
O -1.441 4.549 0.103
N -0.643 2.666 1.024
C 0.073 1.404 1.028
C 0.196 1.034 2.509
H 1.128 0.514 2.720
C 0.085 2.379 3.224
C -0.949 3.106 2.375
H -0.888 4.194 2.424
H -1.968 2.802 2.644
H -0.222 2.281 4.263
H 1.039 2.906 3.186
H -0.635 0.391 2.804
H -0.480 0.639 0.474
H 1.057 1.512 0.560
H 0.671 2.732 -1.365
H -0.550 3.829 -2.092
C 1.535 -2.753 -2.763
H 2.283 -2.814 -3.553
H 0.657 -3.339 -3.022
S 2.353 -3.536 -1.316
C 1.225 -3.149 -0.052
N 1.636 -3.410 1.182
C 0.812 -3.104 2.162
C -0.434 -2.529 1.932
C -0.768 -2.320 0.604
N 0.047 -2.633 -0.389
H -1.721 -1.896 0.311
H -1.104 -2.276 2.736
H 1.166 -3.325 3.160
H -1.198 -1.790 -4.064
H -2.118 -0.793 -2.916
H -1.464 -2.367 -2.396
*
```